Entry 1:
137
Properties=species:S:1:pos:R:3:forces:R:3:mulliken_charge:R:1 method="wB97M-V/def2-TZVPD" homo_lumo_gap_ev=8.06 multiplicity=1 largest_force_ha_per_bohr=0.037 energy_ha=-5455.62601 e_above_lowest_kj_mol=100.73 total_charge=0 homo_ev=-7.935
Ca -1.262714 -0.537186 -0.457423 0.2 1.7 0.1 2.8591
C -2.531347 -4.019729 3.449163 0.0 0.0 0.0 -1.0069
N -2.618849 -4.134234 2.012094 0.1 0.0 0.0 0.6355
C -3.178819 -5.367995 1.501006 0.0 0.0 0.0 -1.1912
C -1.849892 -3.312367 1.186439 0.1 -0.1 0.1 -1.3605
N -1.961886 -2.026872 1.188695 -0.3 0.1 0.2 1.4811
C -3.048197 -1.410804 1.944675 -0.1 -0.1 -0.1 -0.7502
C -3.813215 -0.346292 1.153897 0.0 -0.1 0.0 -1.5865
N -3.011706 0.833987 0.782138 -0.1 -0.1 0.1 1.1924
C -3.681610 1.647974 -0.255109 0.1 0.1 0.0 -1.5965
C -2.653691 2.320097 -1.169053 -0.1 -0.1 0.0 -0.0705
N -2.068609 1.341255 -2.082479 -0.3 0.0 0.1 1.2841
C -2.198706 1.507135 -3.368600 0.4 -0.3 0.1 -1.4133
N -3.064373 2.403380 -3.954523 -0.1 -0.1 -0.1 0.5611
C -4.476208 2.435357 -3.604841 0.0 0.0 0.0 -0.9101
C -2.699274 3.196450 -5.109185 0.0 0.1 0.1 -1.2414
N -1.458226 0.671889 -4.184832 0.2 0.7 -0.1 1.4229
C -0.092732 0.308906 -3.818046 -0.1 -0.1 0.0 -0.2368
C -1.710736 0.510314 -5.610994 -0.1 -0.1 0.1 -1.2006
C -2.675637 1.632530 1.977716 0.1 -0.1 0.1 -2.2389
C -1.191111 1.644761 2.314791 0.0 0.0 -0.1 0.4711
N -0.416333 2.275789 1.267614 0.1 0.0 0.0 0.5741
C 0.224218 3.356085 1.505655 0.1 0.1 0.0 -0.4193
N 0.165080 4.103331 2.682196 -0.1 0.1 -0.1 0.7015
C 1.271274 4.966456 3.055011 0.0 0.0 0.1 -1.0570
C -1.110963 4.562002 3.200899 0.0 0.0 0.0 -0.9107
N 1.119161 3.883983 0.558404 -0.1 -0.2 0.0 0.1692
C 1.665464 2.939686 -0.400477 0.0 -0.1 0.0 -0.5728
C 0.623733 5.102249 -0.068180 0.0 0.1 0.1 -0.9977
N -0.959240 -3.974568 0.387285 -0.1 -0.2 0.0 1.1891
C -0.476002 -3.638432 -0.950685 0.3 0.1 0.0 -1.0220
C -0.287838 -5.168101 0.869282 0.0 0.0 0.0 -1.3320
H -1.826128 -4.748139 3.874209 0.0 0.0 0.0 0.3107
H -3.509202 -4.198684 3.903694 0.0 0.0 0.0 0.2769
H -2.204098 -3.021441 3.730652 0.0 0.0 0.0 0.2808
H -4.211722 -5.459146 1.845726 0.0 0.0 0.0 0.3608
H -2.629899 -6.257402 1.833870 0.0 0.0 0.0 0.3487
H -3.192016 -5.340620 0.413742 0.0 0.0 0.0 0.3270
H -2.627975 -0.976716 2.859967 -0.1 0.0 0.0 0.2358
H -3.788786 -2.158677 2.240035 0.0 0.1 0.1 0.5248
H -4.690284 -0.048109 1.746172 0.0 0.0 0.0 0.3914
H -4.186456 -0.816825 0.242321 0.0 0.0 0.0 0.2967
H -4.323488 2.405154 0.212768 0.0 0.0 0.0 0.3686
H -4.326771 0.994647 -0.842136 0.0 0.0 0.0 0.6059
H -1.848321 2.699054 -0.536474 0.0 0.1 0.0 -1.0017
H -3.101087 3.166031 -1.692807 0.0 0.0 0.0 0.6233
H -4.759126 3.387326 -3.143686 0.0 0.0 0.0 0.3114
H -4.728593 1.617289 -2.936978 0.0 0.0 0.0 0.1872
H -5.071585 2.297575 -4.510692 0.0 0.0 0.0 0.3226
H -1.620234 3.196973 -5.244379 0.0 0.0 0.0 0.3083
H -3.012901 4.230248 -4.938172 0.0 0.0 0.0 0.3791
H -3.176940 2.848356 -6.029538 0.0 0.0 0.0 0.3513
H 0.111853 0.554987 -2.781769 0.0 0.0 0.0 -0.7598
H 0.617264 0.839527 -4.462384 0.0 0.0 0.0 0.3710
H 0.049751 -0.764335 -3.961923 0.0 0.0 0.0 0.0959
H -2.758812 0.667714 -5.833406 0.0 0.0 0.0 0.3779
H -1.474768 -0.521882 -5.869489 0.0 0.0 0.0 0.1369
H -1.082218 1.173032 -6.214722 0.0 0.0 0.0 0.3874
H -3.209308 1.214117 2.837762 0.0 0.1 0.0 0.3325
H -3.047437 2.650818 1.846241 0.0 0.0 -0.1 0.5340
H -0.873796 0.601469 2.393250 0.0 0.0 0.0 -1.1726
H -1.033780 2.103682 3.296753 0.0 -0.1 0.0 0.7673
H 2.212226 4.541220 2.721042 0.0 0.0 0.0 0.3602
H 1.283346 5.053967 4.142867 0.0 0.0 0.0 0.3160
H 1.179138 5.976625 2.634584 0.0 0.0 0.0 0.2714
H -1.931695 4.060488 2.699272 0.0 0.0 0.0 0.2271
H -1.222845 5.640455 3.031617 0.0 0.0 0.0 0.3733
H -1.189771 4.380470 4.275907 0.0 0.0 0.0 0.2297
H 0.899210 2.422246 -0.982089 -0.1 0.0 -0.1 0.0628
H 2.250470 2.181969 0.120330 -0.1 0.0 0.0 0.1670
H 2.330459 3.487480 -1.070293 0.0 0.0 0.0 0.4051
H 0.171199 5.752101 0.682004 0.0 0.0 -0.1 0.3393
H -0.132267 4.883424 -0.835454 0.0 0.0 0.0 0.1814
H 1.447556 5.642771 -0.535788 0.0 0.0 0.0 0.3454
H -1.992877 -2.651780 -1.554128 -0.4 -0.3 -0.1 0.0503
H -0.719454 -4.489218 -1.594077 0.0 0.0 -0.1 0.4507
H 0.602859 -3.501004 -0.912923 0.0 0.1 0.0 -0.0155
H -0.520280 -5.339936 1.915868 0.0 0.0 0.0 0.3293
H 0.792812 -5.025427 0.782517 0.0 0.0 0.0 0.3414
H -0.571438 -6.056252 0.294868 0.0 0.0 0.0 0.3123
S 3.334824 0.132496 6.376859 0.0 0.0 0.0 -0.1684
C 2.377634 -0.375467 4.960001 0.0 0.0 0.0 0.2786
C 2.423161 0.334778 3.766650 0.0 0.0 0.0 -1.2582
C 1.603090 -0.071934 2.728232 0.0 0.0 -0.1 -0.8996
N 0.784622 -1.120998 2.803643 0.1 -0.1 0.0 0.3850
C 0.804208 -1.832503 3.921826 0.0 0.1 0.1 -0.1359
C 1.566166 -1.496284 5.035330 0.0 0.0 0.0 -1.0683
C 2.700990 1.794873 6.515497 0.0 0.0 -0.1 0.1874
C 3.451387 2.877765 6.082139 0.0 0.0 0.1 0.0478
C 2.903847 4.148666 6.190661 0.0 0.0 0.0 -0.4531
N 1.693233 4.391565 6.683968 0.0 0.0 0.0 -0.6006
C 0.987284 3.343908 7.105975 0.0 0.0 0.0 -0.4906
C 1.442635 2.035471 7.049802 0.0 0.0 0.0 -0.1857
H 3.067186 1.197424 3.654006 0.0 0.0 0.0 0.5220
H 1.585770 0.466408 1.785221 0.0 0.0 0.0 1.2517
H 0.161047 -2.707476 3.948388 0.0 0.0 0.0 0.2202
H 1.512436 -2.081171 5.943954 0.0 0.0 0.0 0.4662
H 4.441660 2.734911 5.670882 0.0 0.0 0.0 0.4521
H 3.468617 5.013455 5.858119 0.0 0.0 0.0 0.3947
H 0.006046 3.561891 7.513818 0.0 0.0 0.0 0.3868
H 0.827404 1.218839 7.403208 0.0 0.0 0.0 0.4226
F -4.410358 -0.528396 -4.643316 0.3 0.2 -0.1 -0.4428
Te -3.635165 -1.335122 -3.084422 -1.5 -0.9 -0.9 1.8005
F -4.771568 -2.758206 -3.531429 0.0 0.3 0.1 -0.3640
F -3.634679 -2.479274 -1.348379 0.6 0.0 0.0 -0.8414
F -5.233294 -0.581183 -2.235878 0.1 0.1 0.1 -0.5465
F -2.456676 -2.387169 -4.263074 0.1 0.1 0.2 -0.5913
O -1.035514 -2.471611 -1.497231 0.0 -1.0 -0.1 -0.5688
Cl 4.424985 -4.448454 -2.216091 0.0 0.1 0.0 -0.2194
C 3.380846 -3.880365 -3.477158 0.0 0.0 -0.1 0.8346
C 2.359318 -4.719805 -3.888478 -0.1 0.0 0.1 -0.7675
C 1.518665 -4.361293 -4.927914 -0.1 0.0 0.0 -0.4351
C 1.700458 -3.141754 -5.556549 0.0 0.0 0.0 -0.6702
C 2.724567 -2.315338 -5.140417 0.0 0.0 0.0 0.8982
Cl 2.930419 -0.785276 -5.958982 0.0 0.0 0.0 -0.2264
C 3.609875 -2.642574 -4.098333 -0.1 0.0 0.0 -0.8335
N 4.667433 -1.803803 -3.804529 0.1 0.0 0.0 -0.0315
C 5.164851 -1.471146 -2.502149 -0.1 0.1 0.1 -0.5157
C 6.524445 -1.665938 -2.275008 0.0 0.0 0.0 -0.4920
C 7.091986 -1.337192 -1.058998 0.0 0.0 0.0 -0.6000
C 6.292026 -0.815563 -0.051238 0.0 0.0 0.1 -0.7714
C 4.949115 -0.591896 -0.289134 0.0 0.0 0.0 -0.9178
C 4.360030 -0.889167 -1.517972 0.1 0.0 -0.1 0.5299
C 2.928418 -0.481314 -1.737777 0.1 -0.2 0.1 1.0463
C 1.915144 -1.085711 -0.746810 -0.1 0.2 -0.2 -0.2563
O 2.145833 -2.151557 -0.188251 0.0 0.1 0.0 -0.8962
O 0.845677 -0.376195 -0.624712 0.8 -0.1 0.0 0.0132
H 2.245676 -5.671058 -3.385861 0.0 0.0 0.0 0.4528
H 0.728119 -5.025043 -5.249364 0.0 0.0 0.0 0.4049
H 1.047375 -2.820677 -6.356067 0.0 0.0 0.0 0.3892
H 4.799875 -1.076532 -4.487566 0.0 0.0 0.0 0.3627
H 7.121927 -2.095879 -3.068853 0.0 0.0 0.0 0.4643
H 8.150198 -1.493958 -0.893970 0.0 0.0 0.0 0.3721
H 6.718156 -0.578693 0.915576 0.0 0.0 0.0 0.4378
H 4.326591 -0.172711 0.494595 0.0 0.0 0.0 0.4230
H 2.593030 -0.732251 -2.745761 -0.1 0.0 0.0 -0.4765
H 2.846174 0.602826 -1.653946 0.0 0.1 0.0 0.2266


Entry 2:
26
Properties=species:S:1:pos:R:3:forces:R:3:mulliken_charge:R:1 method="wB97M-V/def2-TZVPD" homo_lumo_gap_ev=10.32 multiplicity=1 smiles="O=C1OCCO1.BrCCBr.BrCCBr" largest_force_ha_per_bohr=0.085 energy_ha=-10795.67650 total_charge=0 homo_ev=-10.275
Br 1.307147 -2.776414 -0.593035 0.4 0.9 -0.6 -0.1607
C 1.084583 -1.097046 -1.654375 -0.6 -0.1 -0.3 -0.3643
C -0.296804 -0.539559 -1.354278 0.2 -0.4 0.2 -0.2871
Br -1.733377 -1.826674 -1.743433 0.2 0.5 0.3 -0.1216
H 1.270010 -1.334444 -2.701919 0.0 -0.1 0.2 0.3944
H 1.756877 -0.311678 -1.308952 0.4 -0.5 0.0 0.1896
H -0.606074 0.364173 -1.879361 0.5 -0.1 -0.2 0.2784
H -0.187048 -0.297465 -0.297183 -1.0 -0.1 0.1 0.1039
Br 1.862379 2.484353 -0.457948 -0.2 0.0 0.3 -0.1323
C 0.750255 3.643452 -1.570156 0.4 -0.3 -0.6 -0.5550
C 1.565813 4.023805 -2.805566 0.3 0.0 0.5 -0.5904
Br 1.673378 2.345727 -3.918789 0.1 1.5 0.3 -0.1361
H 0.455894 4.473421 -0.927826 0.0 0.0 -0.3 0.3801
H -0.080459 3.021123 -1.902893 -0.2 0.3 0.4 0.2785
H 2.554310 4.387169 -2.524595 0.3 -0.9 0.0 0.3723
H 1.230649 4.921202 -3.325614 -0.9 -0.6 -0.6 0.3889
C -1.594646 -1.485018 2.281493 0.7 0.2 -0.7 -0.0226
C -0.664730 -2.731311 2.340616 -0.6 1.4 -1.8 0.0415
O -0.783813 -3.200862 3.645680 -0.5 0.8 1.8 -0.3506
C -1.497772 -2.287299 4.413263 -2.9 -1.0 1.6 0.5512
O -1.984998 -2.502136 5.530698 2.5 0.8 -3.5 -0.5250
O -1.874296 -1.199432 3.641814 0.6 -1.1 0.8 -0.3597
H -2.500884 -1.564306 1.681039 -0.3 -0.6 0.4 0.1970
H -1.076976 -0.648676 1.811767 0.2 0.2 0.4 0.0630
H 0.334383 -2.413144 2.042901 0.2 -0.2 0.7 0.1123
H -0.963801 -3.448958 1.576653 -0.2 -0.4 0.4 0.2545


Entry 3:
18
Properties=species:S:1:pos:R:3:forces:R:3:mulliken_charge:R:1 method="wB97M-V/def2-TZVPD" homo_lumo_gap_ev=10.25 multiplicity=1 smiles="CC(=O)N(C)C.O" largest_force_ha_per_bohr=0.051 energy_ha=-364.21158 e_above_lowest_kj_mol=148.59 total_charge=0 homo_ev=-9.466
C -2.844555 0.358140 -0.455150 0.0 1.3 1.9 -1.0376
C -1.731867 1.398533 -0.029588 0.4 -2.6 0.1 0.6226
N -0.444977 0.905787 -0.288521 -0.1 1.2 0.2 0.0431
C 0.554921 1.926184 0.006417 2.4 -0.8 -0.4 -0.8806
C -0.193901 0.174844 -1.498252 1.6 -1.1 -0.8 -1.0336
O -1.881239 2.429335 0.583138 -0.7 -0.2 -0.3 -0.5767
H -2.810086 -0.588506 0.154829 0.0 1.3 0.2 0.2832
H -3.799233 0.952835 -0.252921 1.0 -1.4 -1.0 0.2910
H -2.574077 -0.077431 -1.405823 -0.8 0.7 -0.8 0.3477
H 0.751395 1.991430 1.072195 -0.6 0.4 0.2 0.2704
H 0.187860 2.847538 -0.437245 0.6 0.4 0.3 0.3197
H 1.630569 1.625348 -0.362186 -2.3 0.5 0.1 0.3374
H -0.701242 0.534601 -2.383264 -0.4 0.3 -0.2 0.3710
H 0.905643 0.273309 -1.754158 -1.3 -0.4 0.4 0.3288
H -0.433482 -0.893355 -1.397641 0.2 0.2 0.0 0.3136
H 4.325367 -4.249161 3.507823 -0.1 -0.1 -0.1 0.3212
H 4.223130 -5.033135 2.178847 -0.1 0.0 0.1 0.3198
O 4.835773 -4.576296 2.761500 0.2 0.0 0.0 -0.6410


Entry 4:
16
Properties=species:S:1:pos:R:3:forces:R:3:mulliken_charge:R:1 method="wB97M-V/def2-TZVPD" homo_lumo_gap_ev=10.89 multiplicity=1 smiles=CC(C)(O)CO largest_force_ha_per_bohr=0.008 energy_ha=-308.87800 e_above_lowest_kj_mol=52.93 total_charge=0 homo_ev=-10.079
C -1.232058 -1.031416 -0.343057 0.0 0.0 0.0 -1.5657
C -0.098395 -0.108297 0.125749 0.0 0.0 -0.2 1.5051
C -0.506017 1.364594 0.097504 0.0 0.0 0.0 -1.6257
O 0.327119 -0.481672 1.454429 -0.3 0.2 0.3 -0.6248
C 1.185612 -0.336266 -0.681699 -0.2 -0.1 -0.2 -0.8602
O 2.252839 0.370681 -0.103242 0.1 0.0 0.2 -0.5329
H -0.842471 -1.913005 -0.865602 0.0 0.1 0.1 0.3563
H -1.788274 -1.387111 0.528097 0.0 0.1 -0.1 0.3401
H -1.934028 -0.522800 -1.012253 0.2 0.0 0.1 0.3321
H -0.828036 1.660342 -0.908260 0.1 -0.1 0.2 0.3923
H -1.345665 1.555861 0.779288 0.1 -0.1 -0.1 0.4462
H 0.343252 1.992426 0.385558 -0.2 -0.1 0.0 0.3861
H -0.135229 0.062371 2.106141 0.0 -0.2 -0.2 0.3602
H 1.391593 -1.418971 -0.690262 0.0 0.1 0.0 0.3836
H 1.069943 0.002113 -1.716946 0.0 0.0 0.1 0.3571
H 2.139816 0.191146 0.844561 0.2 0.1 -0.1 0.3504


Entry 5:
76
Properties=species:S:1:pos:R:3:forces:R:3:mulliken_charge:R:1 method="wB97M-V/def2-TZVPD" homo_lumo_gap_ev=7.40 multiplicity=1 largest_force_ha_per_bohr=0.095 energy_ha=-1795.06346 total_charge=+1 homo_ev=-11.711
C 10.157287 -0.208542 -0.117687 -0.9 -0.2 0.2 -0.9318
C 9.278871 -0.761807 -1.258043 0.8 0.7 0.9 0.6363
O 9.735677 -0.799356 -2.346078 0.2 -0.3 -1.6 -0.4780
O 7.980042 -1.179632 -1.025491 0.3 -0.2 0.8 -0.2811
C 7.900279 -2.617985 -0.970047 0.3 -1.1 -0.5 -0.4950
C 6.578147 -3.154434 -1.555665 -0.5 1.2 0.0 -0.8502
C 5.307406 -2.410536 -1.003216 0.1 -0.8 0.1 -0.4134
C 4.389115 -3.319888 -0.099082 -0.9 1.3 -0.9 -0.7093
C 2.902629 -3.021820 -0.523579 0.6 0.2 1.1 -0.2767
C 1.882851 -3.702287 0.427551 0.2 -0.6 -0.8 -1.1632
C 0.381994 -3.322677 0.192988 0.3 0.0 0.8 -0.5943
C 0.133883 -1.844846 -0.224189 -0.8 -0.3 -0.2 -1.6497
C -1.302351 -1.622594 -0.800358 0.0 0.3 0.7 1.6483
C -1.569555 -0.212922 -1.421244 1.8 1.4 1.6 -1.0530
C -0.698089 0.850289 -0.608126 -1.8 2.3 -0.5 0.2241
C -1.329282 2.316317 -0.619089 -0.1 -3.5 3.4 -0.6974
O -1.300240 1.318943 0.583804 1.1 -1.5 -1.0 -0.3806
C -2.500703 -2.011504 0.133380 -0.7 -0.4 -1.1 -1.1304
C -3.549337 -2.459883 -0.935331 -0.8 0.2 -0.7 0.0075
C -4.888048 -3.091151 -0.484391 0.2 0.0 -0.4 -0.7604
C -5.887450 -3.138365 -1.674979 -0.2 -0.9 1.0 -0.0491
O -5.897058 -2.338631 -2.555535 0.4 0.7 -0.6 -0.4266
C -2.701444 -3.149684 -2.021767 -0.9 1.1 2.2 -0.0713
N -1.535947 -2.634283 -1.897878 0.1 -1.8 -1.7 0.1182
Cl -0.379716 -3.193732 -3.048514 0.2 0.7 0.5 0.0519
H 11.042355 0.291501 -0.543469 -0.6 -0.2 0.1 0.3176
H 9.549313 0.497172 0.476284 0.4 -0.4 0.0 0.3138
H 10.514168 -1.042304 0.517675 -0.4 0.4 -0.2 0.2519
H 8.067781 -2.979526 0.065955 -0.2 0.4 -0.4 0.2488
H 8.718095 -3.008072 -1.613415 -0.4 0.0 0.5 0.4177
H 6.608235 -2.981245 -2.650621 0.1 -0.2 0.6 0.3040
H 6.443757 -4.237724 -1.373493 0.5 0.5 -0.1 0.3471
H 4.718224 -2.058237 -1.875374 0.3 -0.2 0.5 0.2737
H 5.583469 -1.514683 -0.418488 0.0 -0.4 -0.4 0.3753
H 4.483479 -2.963309 0.944055 0.1 -0.7 -0.3 0.2762
H 4.596821 -4.397237 -0.217337 0.1 0.5 0.3 0.3516
H 2.791349 -1.918936 -0.428619 0.1 -0.6 -0.2 0.3014
H 2.791842 -3.291990 -1.591299 -0.3 0.0 0.5 0.2757
H 1.958296 -4.796891 0.237639 -0.1 0.6 0.3 0.3564
H 2.199801 -3.579033 1.483104 -0.3 0.3 -0.6 0.4275
H -0.131648 -3.459591 1.170307 0.2 -0.1 -0.6 0.2364
H -0.056236 -4.078278 -0.484352 0.1 0.6 0.1 0.4081
H 0.826348 -1.456876 -0.992024 -0.1 -0.4 0.4 0.7436
H 0.242681 -1.234393 0.695408 -0.1 -0.1 -0.7 0.3972
H -1.262669 -0.105601 -2.475824 -0.3 -0.3 0.4 0.2863
H -2.598067 0.142572 -1.230123 0.4 -0.5 -0.5 0.1756
H 0.410052 0.777298 -0.661026 -0.9 0.1 0.2 0.3821
H -0.836180 3.090977 -0.016068 0.0 0.5 -1.7 0.3986
H -2.423991 2.234439 -0.664446 0.5 1.3 -1.3 0.2421
H -2.296260 -2.874617 0.793532 0.2 0.6 -0.2 0.3074
H -2.943941 -1.150934 0.665613 0.7 -0.4 0.0 0.4294
H -3.890990 -1.544098 -1.481085 0.3 -0.5 0.2 0.3109
H -5.337756 -2.385445 0.248480 0.2 -0.6 -0.2 0.3544
H -4.792015 -4.092184 -0.027202 0.0 0.5 -0.1 0.3837
H -6.647539 -3.956961 -1.686850 0.3 0.2 0.3 0.3826
H -2.989217 -3.913362 -2.757523 0.3 0.6 0.2 0.4374
C -4.424825 7.550821 0.853079 0.1 -0.1 -0.1 -1.2231
C -4.903538 6.116686 0.656294 -0.1 0.1 0.0 -0.1055
C -5.586151 5.532023 1.892940 0.0 -0.1 0.0 -0.6763
C -4.696208 5.419146 3.132753 0.0 0.1 0.0 -0.7666
C -3.427190 4.588259 2.945455 -0.1 -0.1 0.1 -0.3413
C -3.706758 3.129426 2.600995 0.2 0.0 -0.1 -0.9599
H -3.673912 7.622348 1.641805 0.0 0.0 0.0 0.2849
H -3.973014 7.929816 -0.065718 0.0 0.1 0.1 0.3845
H -5.258858 8.206408 1.112579 0.0 0.0 0.0 0.2965
H -4.061826 5.487271 0.350246 0.0 0.0 0.0 0.0231
H -5.616255 6.097975 -0.173406 0.0 0.0 0.0 0.3570
H -5.987619 4.545604 1.640075 0.0 0.0 0.0 0.2977
H -6.453028 6.151034 2.145313 0.0 0.0 0.0 0.3815
H -5.288667 4.984044 3.944398 0.0 0.0 0.0 0.3624
H -4.414568 6.419706 3.472439 0.0 0.0 0.0 0.3288
H -2.852629 4.621962 3.875434 0.0 0.0 0.0 0.3740
H -2.789045 5.032717 2.175948 0.0 0.0 0.0 0.1841
H -4.302240 2.652160 3.382748 0.0 0.0 0.0 0.3327
H -2.768923 2.576934 2.505988 -0.1 -0.1 0.0 0.2514
H -4.243262 3.034241 1.653785 0.0 0.0 0.0 0.2249